(1)
{"formula": "C4H3N", "method": "ωB97M-V/def2-TZVPD", "species": ["C", "C", "C", "C", "H", "H", "H", "N"], "positions_angstrom": [[0.54067, 2.33083, 0.37144], [0.24339, 0.99442, 0.28207], [-0.16147, -0.13406, 0.15307], [-0.40705, -1.45739, -0.35431], [1.31417, 2.50625, 1.08319], [0.95337, 2.54327, -0.69716], [-0.51627, 2.56423, 0.40259], [-0.43493, -2.57380, -0.50033]], "nbo_charge": [-0.719, 0.139, -0.180, 0.246, 0.261, 0.255, 0.281, -0.282], "homo_ev": -10.33, "orbital_gap_ev": 10.9, "smiles": "CC#CC#N", "total_charge": 0}

---

(2)
{"formula": "C3H6FNO", "method": "ωB97M-V/def2-TZVPD", "species": ["C", "C", "C", "N", "O", "F", "H", "H", "H", "H", "H", "H"], "positions_angstrom": [[-1.83235, 0.11471, 0.48401], [0.86656, 0.40044, 0.56850], [-0.66588, -0.71756, -0.03437], [-0.69953, -1.00056, -1.39763], [-2.14140, 1.22996, 0.09897], [-0.56115, -1.88084, 0.79006], [-2.53882, -0.53282, 1.08879], [0.45030, 1.33613, 0.78906], [1.33218, 0.31421, -0.40965], [1.26713, -0.19454, 1.44833], [-1.44017, -0.63588, -1.97373], [-0.34692, -1.91319, -1.61831]], "nbo_charge": [0.384, -0.624, 0.437, -0.871, -0.514, -0.382, 0.127, 0.204, 0.217, 0.218, 0.403, 0.401], "homo_ev": -8.97, "orbital_gap_ev": 9.6, "total_charge": 0}

---

(3)
{"formula": "C25H30F6IrN4OPS3", "method": "ωB97M-V/def2-TZVPD", "species": ["Ir", "C", "C", "N", "C", "C", "S", "C", "C", "N", "H", "H", "H", "H", "H", "H", "H", "H", "H", "H", "H", "H", "H", "H", "N", "C", "N", "C", "C", "C", "C", "C", "C", "S", "H", "H", "H", "H", "H", "H", "F", "P", "F", "F", "F", "F", "F", "O", "S", "C", "C", "C", "C", "C", "C", "C", "C", "C", "C", "C", "C", "H", "H", "H", "H", "H", "H", "H", "H", "H", "H"], "positions_angstrom": [[0.84335, 0.92276, -0.22875], [2.84766, 2.73365, 0.98779], [2.69764, 3.17719, -0.45904], [2.24701, 2.00903, -1.28568], [3.33338, 1.12652, -1.78866], [3.88363, 0.19765, -0.72302], [2.50661, -0.60415, 0.18954], [2.86099, -0.18397, 1.94299], [1.91590, 0.89655, 2.44054], [1.67441, 1.87421, 1.34988], [2.85424, 3.61477, 1.62891], [3.76044, 2.18096, 1.18892], [3.62870, 3.59057, -0.84791], [1.93347, 3.94488, -0.54043], [1.76813, 2.38670, -2.10205], [4.13546, 1.72515, -2.22559], [2.91181, 0.53380, -2.59135], [4.54944, 0.67397, -0.00763], [4.45197, -0.59509, -1.20872], [3.92186, 0.05590, 2.00500], [2.70801, -1.09369, 2.52136], [2.29727, 1.38184, 3.34109], [0.95505, 0.45245, 2.68142], [0.92149, 2.51073, 1.62810], [-2.51817, 1.45643, -0.87243], [-1.89526, 0.97710, -1.90698], [-0.62570, 0.44309, -1.88970], [-0.33501, -0.04343, -3.11402], [0.85841, -0.72059, -3.47438], [0.98950, -1.18413, -4.74410], [-0.05484, -1.01277, -5.71237], [-1.23278, -0.36357, -5.39864], [-1.36852, 0.11840, -4.11021], [-2.71503, 0.93268, -3.43965], [-2.02237, 1.65880, -0.01107], [-3.37887, 1.98008, -0.99163], [1.61684, -0.88644, -2.72723], [1.88552, -1.71161, -5.04444], [0.08431, -1.42166, -6.70508], [-2.02197, -0.25140, -6.13028], [-0.18332, 2.73720, -0.40862], [-1.02638, 4.37406, 0.43753], [-0.07801, 5.12491, -0.57016], [-1.65958, 5.59097, 1.12221], [0.21530, 4.20577, 1.44369], [-1.78689, 3.24385, 1.28859], [-2.09555, 4.18893, -0.71406], [-0.16754, -0.51401, 0.94146], [-1.66851, -0.99562, 0.97536], [-1.59859, -2.65542, 0.35175], [-0.40921, -3.21155, -0.09140], [-0.42819, -4.51664, -0.56885], [-1.61921, -5.22569, -0.61696], [-2.80238, -4.64627, -0.17370], [-2.80356, -3.34751, 0.30740], [-2.02813, -1.22226, 2.67221], [-1.10022, -1.80833, 3.53262], [-1.45670, -1.99755, 4.85304], [-2.71761, -1.60030, 5.30087], [-3.62864, -1.01975, 4.43350], [-3.28464, -0.81488, 3.10298], [0.51340, -2.65162, -0.04309], [0.49192, -4.98357, -0.89459], [-1.63119, -6.23173, -1.01391], [-3.72641, -5.20759, -0.20193], [-3.72560, -2.89475, 0.65465], [-0.13213, -2.12860, 3.16626], [-0.76616, -2.47052, 5.53809], [-2.98214, -1.73913, 6.34061], [-4.60416, -0.71873, 4.78995], [-3.98392, -0.34709, 2.41998]], "mulliken_charge": [3.621, -0.753, -0.605, -0.513, -0.787, -0.700, -0.067, -0.980, -0.481, -0.818, 0.553, 0.439, 0.517, 0.215, 0.372, 0.482, 0.253, 0.399, 0.602, 0.494, 0.618, 0.641, 0.200, 0.480, 0.142, 0.294, 0.350, -0.443, -0.412, -0.813, -0.576, -0.607, 0.918, -0.149, -0.263, 0.374, 0.671, 0.495, 0.453, 0.487, -0.832, 1.204, -0.329, -0.215, -0.380, -0.336, -0.332, -1.333, 0.076, 0.703, -0.087, -0.782, -0.551, -0.726, -0.723, 0.522, -0.316, -0.829, -0.501, -0.730, -0.142, 0.456, 0.470, 0.444, 0.447, 0.474, 0.453, 0.448, 0.437, 0.443, 0.465], "homo_ev": [-16.74, -16.74], "orbital_gap_ev": [8.1, 4.7], "total_charge": 3, "s_squared": 0.775, "spin_multiplicity": 2}

---

(4)
{"formula": "C22H27N3O3S", "method": "ωB97M-V/def2-TZVPD", "species": ["C", "C", "O", "C", "C", "C", "C", "C", "C", "O", "H", "H", "H", "C", "C", "C", "N", "C", "O", "C", "H", "H", "C", "N", "C", "H", "H", "S", "C", "C", "C", "C", "C", "C", "H", "H", "H", "H", "H", "H", "H", "H", "H", "H", "H", "H", "H", "C", "N", "H", "H", "H", "H", "H", "H", "H"], "positions_angstrom": [[1.14054, 0.40808, 3.83582], [1.79978, -0.96675, 3.77846], [2.52913, -1.19558, 2.58786], [1.88291, -1.60771, 1.44573], [0.51256, -1.70261, 1.27625], [-0.02258, -2.12886, 0.06383], [0.83743, -2.48182, -0.96704], [2.20796, -2.39329, -0.80679], [2.74406, -1.94843, 0.38924], [4.08945, -1.84471, 0.53938], [4.26329, -1.53959, 1.44075], [2.87978, -2.66541, -1.60448], [0.43464, -2.82175, -1.90874], [-1.51881, -2.17824, -0.19313], [-1.83562, -1.26874, -1.36500], [-2.08294, 0.04516, -1.14391], [-2.06492, 0.56788, 0.13791], [-2.13887, -0.23492, 1.24911], [-2.04262, 0.23254, 2.36463], [-2.38308, -1.69871, 0.96772], [-2.21119, -2.27261, 1.87815], [-3.43826, -1.80768, 0.69528], [-1.96077, 2.01703, 0.36388], [-1.22215, 2.70887, -0.63639], [-1.91831, 2.76531, -1.85243], [-2.84830, 3.32788, -1.73967], [-1.31544, 3.19385, -2.65012], [-2.46814, 1.08070, -2.51303], [0.23661, 2.61816, -0.67197], [0.81336, 1.24606, -1.03673], [2.33176, 1.34113, -1.16037], [2.94648, 1.83818, 0.14347], [2.35351, 3.18958, 0.53106], [0.83554, 3.08452, 0.65593], [0.60249, 2.36675, 1.44368], [0.40587, 4.04961, 0.93070], [2.77549, 3.52663, 1.47995], [2.60788, 3.93171, -0.22903], [4.02900, 1.92217, 0.03414], [2.74524, 1.11323, 0.93418], [2.73460, 0.35924, -1.41175], [2.58812, 2.02888, -1.96985], [0.39459, 0.89333, -1.98169], [0.56769, 0.51900, -0.26068], [0.54236, 3.33381, -1.44574], [-2.97617, 2.43739, 0.39375], [-1.50887, 2.14140, 1.34956], [-1.83155, -1.80807, -2.65553], [-1.82351, -2.29880, -3.69513], [-1.79390, -3.20618, -0.45487], [-0.13429, -1.44507, 2.09620], [2.55603, -1.04178, 4.56626], [1.06053, -1.76127, 3.93219], [1.86147, 1.17473, 3.55989], [0.28074, 0.47229, 3.17416], [0.79925, 0.59737, 4.84970]], "nbo_charge": [-0.646, -0.060, -0.538, 0.297, -0.329, -0.025, -0.210, -0.250, 0.248, -0.665, 0.496, 0.230, 0.227, -0.234, -0.302, 0.223, -0.521, 0.714, -0.610, -0.491, 0.242, 0.247, -0.049, -0.454, -0.276, 0.206, 0.224, 0.211, -0.031, -0.437, -0.400, -0.392, -0.397, -0.404, 0.198, 0.215, 0.208, 0.194, 0.210, 0.194, 0.222, 0.191, 0.219, 0.207, 0.194, 0.198, 0.247, 0.280, -0.324, 0.243, 0.228, 0.192, 0.177, 0.211, 0.225, 0.221], "homo_ev": -8.11, "orbital_gap_ev": 8.5, "smiles": "CCOc1cc([C@H]2CC(=O)N3CN(C4CCCCC4)CSC3=C2C#N)ccc1O", "total_charge": 0}

---

(5)
{"formula": "C10H8ClHgN3O3S", "method": "ωB97M-V/def2-TZVPD", "species": ["Hg", "Cl", "C", "H", "H", "O", "S", "O", "O", "C", "N", "C", "C", "C", "N", "C", "C", "C", "N", "C", "C", "H", "H", "H", "H", "H", "H"], "positions_angstrom": [[-0.06595, -5.37976, 2.32821], [-2.00767, -4.10074, 5.04103], [-2.36237, -4.22402, 3.36077], [-2.33056, -3.29094, 2.81887], [-3.09629, -4.97415, 3.10682], [1.02816, 2.99240, -4.86857], [-0.19053, 2.91547, -4.08383], [-0.99275, 1.73201, -4.31266], [-0.93957, 4.15291, -3.98577], [0.45773, 2.70091, -2.39442], [1.17388, 3.71721, -1.89135], [1.65966, 3.54104, -0.67416], [1.46035, 2.38491, 0.06335], [0.71310, 1.39330, -0.54510], [0.21399, 1.55371, -1.76696], [0.41546, 0.08255, 0.10869], [0.76729, -0.20148, 1.42316], [0.45607, -1.44223, 1.95331], [-0.17303, -2.39745, 1.27184], [-0.50768, -2.11723, 0.01009], [-0.24380, -0.90862, -0.60908], [2.23786, 4.36320, -0.26113], [1.88287, 2.28006, 1.05258], [1.27423, 0.52699, 2.04120], [0.72143, -1.68167, 2.97872], [-1.01665, -2.90724, -0.53266], [-0.53525, -0.71113, -1.63294]], "nbo_charge": [0.094, -0.024, -0.462, 0.205, 0.187, -1.005, 2.396, -1.005, -1.004, 0.149, -0.413, 0.072, -0.308, 0.202, -0.438, -0.024, -0.238, 0.023, -0.465, 0.029, -0.217, 0.183, 0.206, 0.211, 0.188, 0.191, 0.268], "homo_ev": [-5.32, -5.32], "orbital_gap_ev": [7.4, 6.3], "total_charge": -1, "s_squared": 0.761, "spin_multiplicity": 2}

---

(6)
{"formula": "C3H10NO", "method": "ωB97M-V/def2-TZVPD", "species": ["C", "O", "C", "C", "N", "H", "H", "H", "H", "H", "H", "H", "H", "H", "H"], "positions_angstrom": [[0.93592, -0.07645, -0.89053], [1.42934, 1.25067, -0.75925], [0.09923, -0.42948, 0.41925], [-1.24218, -1.18984, 0.23961], [-0.32212, 0.98150, 0.91738], [1.82375, -0.71371, -0.92825], [0.26071, -0.27296, -1.72697], [1.60217, 1.64369, -1.62089], [0.76497, -0.80562, 1.17597], [-0.74280, -2.06898, -0.19425], [-1.64443, -1.51352, 1.20275], [-1.79974, -0.64776, -0.51121], [-0.66629, 1.43052, 0.04509], [0.56856, 1.48356, 1.02585], [-1.06710, 0.92838, 1.60545]], "nbo_charge": [-0.100, -0.755, -0.033, -0.647, -0.706, 0.215, 0.193, 0.514, 0.225, 0.251, 0.253, 0.229, 0.436, 0.475, 0.449], "homo_ev": -15.65, "orbital_gap_ev": 12.3, "smiles": "C[C@H]([NH3+])CO", "total_charge": 1}

---

The evaluated ΔE to the lowest compared entry with this formula, charge and spin for the records listed, in turn: 107.5, 250.1, 64.7, 226.2, 0.0, 86.3 kJ/mol.
The evaluated electronic energy for the records listed, in turn: -5683.3936, -9461.2034, -95338.9909, -44700.7909, -48645.4153, -6803.4164 eV.